1.
The following is a quantum chemistry calculation of a molecular structure, C11H10BrEuNS at a distorted geometry, from the Open Molecules 2025 dataset.

ORCA input file:
```
! wB97M-V def2-TZVPD RIJCOSX def2/J DEFGRID3
* xyz -1 7
C -2.00054 -0.88224 0.38802
C -1.79155 -1.37586 1.69215
C -1.83240 -0.28080 2.62536
H -1.55108 -2.38452 1.97572
C -1.97908 0.92516 1.82533
C -2.01566 0.56525 0.46505
H -2.02273 1.23512 -0.39782
H -2.12496 -1.47257 -0.53201
H -2.14158 -0.41145 3.66751
H -2.06833 1.92241 2.23413
Eu 1.05753 0.11800 0.34242
Br 0.94617 -2.48374 0.98155
C 2.39473 0.79108 -1.94867
C 1.29921 1.58342 -2.44038
C 0.30231 0.69205 -2.95772
H 1.27312 2.67957 -2.50911
C 0.75198 -0.64908 -2.76689
C 2.03202 -0.60208 -2.11251
H 2.59595 -1.47244 -1.73613
H 3.37335 1.16337 -1.62031
H -0.61269 0.98805 -3.48932
H 0.28569 -1.55015 -3.18674
S 2.65857 0.56491 2.73665
C 1.14964 0.27289 3.22979
N 0.02035 0.06364 3.53392
*
```

HOMO (alpha / beta) = -2.81 / -2.84 eV
orbital gap (alpha / beta) = 3.5 / 5.5 eV
⟨S²⟩ = 12.06
molecular weight = 420.14 Da
energy relative to the best compared isomer or geometry (same formula, charge and spin) = 0.3976 eV

Okay, here come the natural (NBO) numbers, in e, for every atom: C -0.3814; C -0.3228; C -0.2450; H 0.2089; C -0.3756; C -0.4415; H 0.2064; H 0.2097; H 0.2072; H 0.1961; Eu 1.6694; Br -0.5716; C -0.4537; C -0.3376; C -0.3031; H 0.2174; C -0.2884; C -0.4157; H 0.2431; H 0.2317; H 0.2171; H 0.2248; S -0.2775; C -0.0421; N -0.3757

***

2.
The following is a quantum chemistry calculation of a single C11H10BrNO2 molecule at a distorted geometry, from the Open Molecules 2025 dataset.

ORCA input file:
```
! wB97M-V def2-TZVPD RIJCOSX def2/J DEFGRID3
* xyz 0 1
C -1.36091 -1.19534 2.62458
C -0.06572 -1.14585 2.17480
C -2.52152 -0.91979 1.80684
C 0.06583 -0.83180 0.78418
C -1.02276 -0.48195 0.06813
C -2.40394 -0.57853 0.52431
C 1.28129 -0.43960 0.12366
C 1.52965 1.09888 0.40668
C 1.34556 1.90495 1.57313
C 0.72997 -0.21338 -1.24297
C 1.10169 0.54344 -3.58068
N -0.62963 -0.19658 -1.26770
O 0.57737 1.73330 2.54077
O 1.47588 -0.10725 -2.33345
Br -3.82338 -0.09587 -0.55962
H -1.64359 -1.65342 3.61483
H 0.72412 -1.51721 2.65601
H -3.53044 -1.12278 2.37359
H 2.08129 -1.14624 0.18549
H 2.16063 1.50638 -0.37692
H 1.74027 2.83030 1.38509
H 1.98363 0.33245 -4.20108
H 0.99344 1.54689 -3.32074
H 0.26490 -0.13622 -3.87905
H -1.05363 0.28523 -2.07990
*
```

HOMO = -6.92 eV
orbital gap = 7.1 eV
molecular weight = 268.11 Da
energy relative to the best compared isomer or geometry (same formula, charge and spin) = 3.3607 eV

Okay, here come the natural (NBO) numbers, in e, for every atom: C -0.1857; C -0.1254; C -0.2195; C -0.0208; C 0.1199; C -0.1324; C -0.3099; C -0.5270; C 0.3185; C 0.7101; C -0.2597; N -0.5661; O -0.6692; O -0.4784; Br 0.0930; H 0.2168; H 0.2123; H 0.2343; H 0.2275; H 0.1843; H 0.1124; H 0.2226; H 0.2102; H 0.1954; H 0.4366

***

3.
The following is a quantum chemistry calculation of a molecular structure, C11H10ClNRu at a distorted geometry, from the Open Molecules 2025 dataset.

ORCA input file:
```
! wB97M-V def2-TZVPD RIJCOSX def2/J DEFGRID3
* xyz 0 5
C -2.18824 -0.94083 0.38285
C -1.56490 -1.13342 -0.91710
C -1.34015 0.17252 -1.49289
H -1.36828 -2.10055 -1.40625
C -1.77778 1.16477 -0.54093
C -2.30893 0.46822 0.61560
H -2.80839 0.94748 1.47652
H -2.56225 -1.75129 1.02607
H -0.95301 0.37251 -2.50991
H -1.78070 2.25459 -0.70551
Ru -0.02963 -0.11465 0.41687
Cl 0.18550 -2.31903 1.67987
C 2.27879 0.11221 0.73414
C 1.88689 1.36377 0.11856
C 1.41743 1.08273 -1.20319
H 2.01279 2.36613 0.56170
C 1.51886 -0.35452 -1.42576
C 2.05143 -0.94998 -0.24060
H 2.29646 -2.01145 -0.10484
H 2.74156 -0.01463 1.73136
H 1.08174 1.82848 -1.94927
H 1.26443 -0.89435 -2.36014
N -0.01721 0.19273 3.66532
C -0.03639 0.25858 2.44751
*
```

HOMO (alpha / beta) = -7.49 / -8.74 eV
orbital gap (alpha / beta) = 6.6 / 6.4 eV
⟨S²⟩ = 6.02
molecular weight = 292.73 Da

Okay, here come the Mulliken numbers, in e, for every atom: C -0.4563; C -0.2783; C -0.5333; H 0.3472; C -0.0826; C -0.5561; H 0.4651; H 0.4453; H 0.5278; H 0.4155; Ru 0.0856; Cl -0.3236; C -0.7546; C -0.0341; C -0.2841; H 0.4026; C -0.6185; C -0.2633; H 0.4848; H 0.4335; H 0.4366; H 0.4549; N -0.6069; C 0.2926

***

4.
The following is a quantum chemistry calculation of a gas-phase ion, C11H10N4 (charge +2) at a distorted geometry, from the Open Molecules 2025 dataset.

ORCA input file:
```
! wB97M-V def2-TZVPD RIJCOSX def2/J DEFGRID3
* xyz 2 1
C 1.98186 0.96153 1.98693
C -0.44254 -3.90395 -0.74603
C -1.06449 -3.32247 0.39400
C 0.43576 -3.16682 -1.57630
C -0.73248 -2.08786 0.77160
C 0.66520 -1.85802 -1.25090
C 0.19693 -1.30536 -0.04067
C 0.93825 1.04355 1.01009
C 0.65404 -0.08559 0.39594
C 0.67399 2.42755 0.71124
C -1.08621 1.77076 -0.78245
N 2.71009 0.88573 2.85112
N -0.46379 2.71075 0.02739
N 1.49475 3.32722 1.21434
N -2.12315 2.19706 -1.42690
H -1.00404 -4.90356 -0.89678
H -1.53641 -3.97843 1.10668
H 0.86782 -3.51972 -2.55640
H -1.10401 -1.62299 1.68208
H 1.08643 -1.34872 -2.08829
H -0.70819 3.68328 -0.08163
H 2.34198 3.23867 1.76951
H 1.08556 4.25492 1.26255
H -2.69269 1.50733 -1.94712
H -2.17466 3.09512 -1.78999
*
```

HOMO (alpha / beta) = -16.61 / -16.61 eV
orbital gap (alpha / beta) = 6.9 / 6.9 eV
molecular weight = 198.23 Da

Okay, here come the natural (NBO) numbers, in e, for every atom: C 0.1800; C 0.0330; C -0.2499; C -0.2288; C -0.0235; C -0.0416; C -0.2363; C -0.3211; C 0.5642; C 0.5984; C 0.2646; N -0.1242; N -0.5773; N -0.6511; N -0.7079; H 0.2829; H 0.2704; H 0.2824; H 0.2507; H 0.2590; H 0.4111; H 0.4851; H 0.4388; H 0.4398; H 0.4014

***

5.
The following is a quantum chemistry calculation of a molecular structure, C11H11Cl2InO3PY at a distorted geometry, from the Open Molecules 2025 dataset.

ORCA input file:
```
! wB97M-V def2-TZVPD RIJCOSX def2/J DEFGRID3
* xyz 4 1
In 3.88605 4.58334 -0.50929
Y 1.13148 0.02293 -2.33061
Cl 3.08319 3.09697 1.15306
Cl 0.18446 1.00137 -4.36480
C 0.24222 1.62979 -0.95124
C 6.03506 3.40444 -0.23225
C 3.19522 3.28734 -2.53537
O -0.30228 2.44463 -0.33196
O 6.47304 2.37307 0.01081
O 3.53883 2.65431 -3.43360
C 0.53370 -2.99992 0.25922
P 0.10646 -1.30573 -0.27465
C -0.77264 -1.56310 -1.90335
C -1.23021 -0.82148 0.86776
C -0.95671 0.19279 1.80123
C -1.95983 0.61641 2.67746
C -3.22597 0.02179 2.64938
C -3.48601 -1.00510 1.73212
C -2.49211 -1.44207 0.85170
H 1.40073 -3.36768 -0.30504
H -0.30905 -3.68692 0.12169
H 0.79754 -2.97241 1.32517
H -1.80496 -1.84312 -1.68591
H -0.89799 -0.62247 -2.54150
H -0.28964 -2.35435 -2.49381
H 0.04012 0.64664 1.84720
H -1.75540 1.40502 3.40185
H -4.01231 0.35045 3.33194
H -4.46319 -1.48799 1.71430
H -2.68981 -2.25896 0.14849
*
```

HOMO (alpha / beta) = -22.90 / -21.38 eV
orbital gap (alpha / beta) = 7.6 / 4.5 eV
molecular weight = 496.81 Da
energy relative to the best compared isomer or geometry (same formula, charge and spin) = 0.0000 eV

Okay, here come the natural (NBO) numbers, in e, for every atom: In 1.2294; Y 1.8948; Cl -0.5234; Cl -0.3994; C 0.3930; C 0.5102; C 0.4897; O -0.2605; O -0.3184; O -0.3506; C -0.9052; P 0.6933; C -1.0223; C -0.1415; C -0.2575; C -0.0456; C 0.1216; C -0.1644; C -0.1068; H 0.2924; H 0.2928; H 0.3066; H 0.3441; H 0.2339; H 0.3157; H 0.2536; H 0.2865; H 0.2906; H 0.2994; H 0.2482

***

6.
The following is a quantum chemistry calculation of a molecular structure, C11H11Cl2N5NiO2S2Te at a distorted geometry, from the Open Molecules 2025 dataset.

ORCA input file:
```
! wB97M-V def2-TZVPD RIJCOSX def2/J DEFGRID3
* xyz 0 3
Ni -0.32837 -0.21876 0.21384
Cl 0.09393 0.16754 2.32014
C 1.76473 -0.06836 2.61884
C 2.20683 -0.15006 3.92494
C 3.56263 -0.26526 4.18234
C 4.46523 -0.30606 3.13034
C 4.01133 -0.26366 1.82784
Cl 5.15103 -0.30846 0.53724
C 2.64233 -0.14386 1.52654
S 2.10733 -0.02926 -0.11326
H 1.49183 -0.10356 4.73174
H 3.91933 -0.31306 5.19854
H 5.52513 -0.36486 3.31514
N -2.44097 -1.46306 1.08074
N -3.56807 -0.64836 0.93384
C -3.41477 0.56964 0.36574
N -4.45317 1.39784 0.23664
N -2.18357 0.83534 -0.00906
N -1.74567 2.00474 -0.47706
O -2.51587 2.93584 -0.67376
O -0.54317 2.03124 -0.66846
H -2.47887 -2.28276 0.47584
H -2.30857 -1.74486 2.05024
H -4.49517 -1.00766 1.13294
H -5.36437 1.17364 0.59364
H -4.23817 2.31874 -0.14286
Te 0.14293 -2.08806 -1.40256
C 0.31253 -0.88416 -3.10756
C -0.02217 -1.25736 -4.37946
C 0.24803 -0.25856 -5.33286
C 0.78783 0.85504 -4.77196
S 0.95313 0.71804 -3.07216
H -0.45247 -2.21746 -4.60266
H 0.05913 -0.37336 -6.38556
H 1.10823 1.75324 -5.25776
*
```

HOMO (alpha / beta) = -6.55 / -6.86 eV
orbital gap (alpha / beta) = 6.3 / 5.7 eV
⟨S²⟩ = 2.01
molecular weight = 566.58 Da
energy relative to the best compared isomer or geometry (same formula, charge and spin) = 0.9527 eV

Okay, here come the natural (NBO) numbers, in e, for every atom: Ni 0.6749; Cl 0.0181; C -0.0770; C -0.2280; C -0.2202; C -0.2192; C -0.0407; Cl 0.0291; C -0.2292; S -0.2735; H 0.2205; H 0.2182; H 0.2273; N -0.6450; N -0.4282; C 0.6347; N -0.7827; N -0.5363; N 0.6329; O -0.4526; O -0.3641; H 0.3831; H 0.3753; H 0.3849; H 0.4050; H 0.4538; Te 0.1772; C -0.5140; C -0.3030; C -0.2626; C -0.4270; S 0.4946; H 0.2207; H 0.2203; H 0.2328

***

Repeat the sixth record exactly.
The following is a quantum chemistry calculation of a molecular structure, C11H11Cl2N5NiO2S2Te at a distorted geometry, from the Open Molecules 2025 dataset.

ORCA input file:
```
! wB97M-V def2-TZVPD RIJCOSX def2/J DEFGRID3
* xyz 0 3
Ni -0.32837 -0.21876 0.21384
Cl 0.09393 0.16754 2.32014
C 1.76473 -0.06836 2.61884
C 2.20683 -0.15006 3.92494
C 3.56263 -0.26526 4.18234
C 4.46523 -0.30606 3.13034
C 4.01133 -0.26366 1.82784
Cl 5.15103 -0.30846 0.53724
C 2.64233 -0.14386 1.52654
S 2.10733 -0.02926 -0.11326
H 1.49183 -0.10356 4.73174
H 3.91933 -0.31306 5.19854
H 5.52513 -0.36486 3.31514
N -2.44097 -1.46306 1.08074
N -3.56807 -0.64836 0.93384
C -3.41477 0.56964 0.36574
N -4.45317 1.39784 0.23664
N -2.18357 0.83534 -0.00906
N -1.74567 2.00474 -0.47706
O -2.51587 2.93584 -0.67376
O -0.54317 2.03124 -0.66846
H -2.47887 -2.28276 0.47584
H -2.30857 -1.74486 2.05024
H -4.49517 -1.00766 1.13294
H -5.36437 1.17364 0.59364
H -4.23817 2.31874 -0.14286
Te 0.14293 -2.08806 -1.40256
C 0.31253 -0.88416 -3.10756
C -0.02217 -1.25736 -4.37946
C 0.24803 -0.25856 -5.33286
C 0.78783 0.85504 -4.77196
S 0.95313 0.71804 -3.07216
H -0.45247 -2.21746 -4.60266
H 0.05913 -0.37336 -6.38556
H 1.10823 1.75324 -5.25776
*
```

HOMO (alpha / beta) = -6.55 / -6.86 eV
orbital gap (alpha / beta) = 6.3 / 5.7 eV
⟨S²⟩ = 2.01
molecular weight = 566.58 Da
energy relative to the best compared isomer or geometry (same formula, charge and spin) = 0.9527 eV

Okay, here come the natural (NBO) numbers, in e, for every atom: Ni 0.6749; Cl 0.0181; C -0.0770; C -0.2280; C -0.2202; C -0.2192; C -0.0407; Cl 0.0291; C -0.2292; S -0.2735; H 0.2205; H 0.2182; H 0.2273; N -0.6450; N -0.4282; C 0.6347; N -0.7827; N -0.5363; N 0.6329; O -0.4526; O -0.3641; H 0.3831; H 0.3753; H 0.3849; H 0.4050; H 0.4538; Te 0.1772; C -0.5140; C -0.3030; C -0.2626; C -0.4270; S 0.4946; H 0.2207; H 0.2203; H 0.2328

***

Copy entry 2 word for word.
The following is a quantum chemistry calculation of a single C11H10BrNO2 molecule at a distorted geometry, from the Open Molecules 2025 dataset.

ORCA input file:
```
! wB97M-V def2-TZVPD RIJCOSX def2/J DEFGRID3
* xyz 0 1
C -1.36091 -1.19534 2.62458
C -0.06572 -1.14585 2.17480
C -2.52152 -0.91979 1.80684
C 0.06583 -0.83180 0.78418
C -1.02276 -0.48195 0.06813
C -2.40394 -0.57853 0.52431
C 1.28129 -0.43960 0.12366
C 1.52965 1.09888 0.40668
C 1.34556 1.90495 1.57313
C 0.72997 -0.21338 -1.24297
C 1.10169 0.54344 -3.58068
N -0.62963 -0.19658 -1.26770
O 0.57737 1.73330 2.54077
O 1.47588 -0.10725 -2.33345
Br -3.82338 -0.09587 -0.55962
H -1.64359 -1.65342 3.61483
H 0.72412 -1.51721 2.65601
H -3.53044 -1.12278 2.37359
H 2.08129 -1.14624 0.18549
H 2.16063 1.50638 -0.37692
H 1.74027 2.83030 1.38509
H 1.98363 0.33245 -4.20108
H 0.99344 1.54689 -3.32074
H 0.26490 -0.13622 -3.87905
H -1.05363 0.28523 -2.07990
*
```

HOMO = -6.92 eV
orbital gap = 7.1 eV
molecular weight = 268.11 Da
energy relative to the best compared isomer or geometry (same formula, charge and spin) = 3.3607 eV

Okay, here come the natural (NBO) numbers, in e, for every atom: C -0.1857; C -0.1254; C -0.2195; C -0.0208; C 0.1199; C -0.1324; C -0.3099; C -0.5270; C 0.3185; C 0.7101; C -0.2597; N -0.5661; O -0.6692; O -0.4784; Br 0.0930; H 0.2168; H 0.2123; H 0.2343; H 0.2275; H 0.1843; H 0.1124; H 0.2226; H 0.2102; H 0.1954; H 0.4366

***

Among the records above, which one has the lowest molecular weight?
C11H10N4